No. 1
{
  "formula": "C2H10NO",
  "method": "ωB97M-V/def2-TZVPD",
  "spin_multiplicity": 1,
  "total_charge": 1,
  "e_above_lowest_kcal_mol": 30.82,
  "species": ["C", "O", "H", "H", "H", "H", "C", "N", "H", "H", "H", "H", "H", "H"],
  "xyz": [[1.79321, -1.36849, 0.84384], [0.43851, -0.94889, 1.12867], [0.06611, -1.55312, 1.76942], [2.42488, -0.85607, 1.57164], [1.78207, -2.46938, 0.97204], [2.17086, -1.07893, -0.12707], [-1.17363, 1.73232, -1.11331], [-0.97890, 0.36494, -0.45265], [-1.49662, 0.18972, 0.40513], [-1.01270, -0.40347, -1.11909], [0.01544, 0.29716, -0.14774], [-2.25818, 1.86979, -1.16221], [-0.94247, 1.74356, -2.17418], [-0.82858, 2.48086, -0.39451]],
  "forces_ev_per_a": [[-0.120, -0.791, 1.529], [0.257, 0.164, -0.605], [0.043, -0.140, 0.259], [0.234, -0.453, 0.031], [0.692, 0.679, -0.265], [-0.567, 0.038, -0.483], [-2.456, -0.632, 0.969], [2.190, 1.274, -1.278], [-0.318, 0.018, -0.270], [-0.755, -0.150, 0.105], [-0.869, -0.004, 0.224], [-0.003, 0.049, 0.231], [1.140, 0.001, 0.339], [0.531, -0.055, -0.788]],
  "lowdin_charge": [-0.085, -0.175, 0.098, 0.090, 0.104, 0.080, 0.010, 0.123, 0.158, 0.165, 0.125, 0.095, 0.104, 0.109]
}



No. 2
{
  "formula": "C48H36OP2RhSTe",
  "method": "ωB97M-V/def2-TZVPD",
  "spin_multiplicity": 1,
  "total_charge": 1,
  "species": ["Rh", "O", "S", "C", "C", "C", "C", "C", "C", "C", "C", "C", "C", "P", "C", "C", "C", "C", "C", "C", "C", "C", "C", "C", "C", "C", "C", "C", "C", "C", "C", "C", "C", "C", "C", "C", "C", "C", "P", "C", "C", "C", "C", "C", "C", "C", "C", "C", "C", "C", "C", "C", "C", "H", "H", "H", "H", "H", "H", "H", "H", "H", "H", "H", "H", "H", "H", "H", "H", "H", "H", "H", "H", "H", "H", "H", "H", "H", "H", "H", "H", "H", "H", "H", "H", "H", "H", "H", "H", "Te"],
  "xyz": [[0.17454, -0.08799, -0.15649], [-0.73541, -1.76111, -2.44893], [-0.74275, -1.78133, -0.99396], [-2.42572, -2.10877, -0.52474], [-2.81526, -3.40712, -0.28709], [-4.15952, -3.78539, -0.09937], [-5.11648, -2.82140, -0.20924], [-6.61502, -2.89441, -0.13160], [-7.09919, -1.44031, -0.34858], [-5.84237, -0.63738, -0.53928], [-5.65206, 0.69647, -0.77715], [-4.33171, 1.16468, -0.86563], [-3.22043, 0.35188, -0.74371], [-1.61486, 1.16508, -0.69160], [-1.66931, 2.38947, 0.64898], [-0.60520, 3.29024, 0.73966], [-0.54044, 4.18387, 1.79281], [-1.51874, 4.17010, 2.78012], [-2.57109, 3.27202, 2.69917], [-2.65184, 2.38955, 1.63383], [-1.51233, 2.09635, -2.23700], [-1.84753, 3.44636, -2.29293], [-1.79756, 4.11919, -3.50457], [-1.42365, 3.44553, -4.65608], [-1.09962, 2.09658, -4.60027], [-1.13987, 1.42004, -3.39615], [-3.39794, -1.05655, -0.57937], [-4.72478, -1.48804, -0.44851], [0.13380, -3.21313, -0.40590], [0.44765, -4.13721, -1.38007], [0.97900, -5.40875, -1.07877], [1.11991, -5.74718, 0.23505], [1.57790, -7.01949, 0.89235], [1.48510, -6.74327, 2.41307], [0.99929, -5.32490, 2.52112], [0.73515, -4.54210, 3.61126], [0.35368, -3.20936, 3.38790], [0.19440, -2.65974, 2.12951], [-0.00502, -0.86962, 2.00770], [1.42946, -0.15021, 2.84420], [1.41600, 1.22522, 3.07377], [2.53711, 1.85574, 3.57505], [3.68769, 1.12281, 3.83626], [3.70703, -0.24226, 3.60342], [2.58186, -0.88053, 3.10816], [-1.41879, -0.50844, 3.10554], [-2.68773, -0.89816, 2.68256], [-3.79576, -0.69404, 3.48366], [-3.65074, -0.08956, 4.72458], [-2.39205, 0.28997, 5.15910], [-1.27939, 0.07451, 4.35987], [0.36696, -3.48999, 0.97773], [0.80711, -4.79709, 1.23060], [-2.06503, -4.18213, -0.25557], [-4.39944, -4.82127, 0.09049], [-6.93750, -3.29408, 0.83073], [-7.00307, -3.56760, -0.89736], [-7.66694, -1.06934, 0.50592], [-7.74997, -1.35499, -1.21952], [-6.47619, 1.38726, -0.87594], [-4.17787, 2.22796, -1.01600], [0.17532, 3.29478, -0.01320], [0.28028, 4.88564, 1.84570], [-1.46278, 4.86313, 3.60870], [-3.33428, 3.25921, 3.46254], [-3.48277, 1.69846, 1.58030], [-2.14082, 3.97965, -1.39902], [-2.04841, 5.16988, -3.54396], [-1.38089, 3.97149, -5.59985], [-0.80487, 1.57281, -5.49806], [-0.86420, 0.37433, -3.35508], [0.25214, -3.87382, -2.41077], [1.22026, -6.08912, -1.88205], [2.59343, -7.26926, 0.58416], [0.94392, -7.85540, 0.59397], [2.45045, -6.85850, 2.90746], [0.79477, -7.42905, 2.90597], [0.84612, -4.90776, 4.62198], [0.21202, -2.56875, 4.25086], [0.53548, 1.81097, 2.84434], [2.51910, 2.92157, 3.74995], [4.56845, 1.61731, 4.21963], [4.60337, -0.81332, 3.80036], [2.61764, -1.94517, 2.91451], [-2.81208, -1.37167, 1.71981], [-4.77237, -1.00622, 3.13949], [-4.51447, 0.07482, 5.35344], [-2.26994, 0.75218, 6.12860], [-0.30521, 0.36742, 4.72441], [2.28271, 0.69536, -1.12312]],
  "forces_ev_per_a": [[1.533, 0.704, -0.227], [0.002, -0.213, -0.351], [-0.347, -0.682, 0.058], [-0.120, -0.109, 0.042], [0.075, 0.060, -0.009], [0.015, 0.049, -0.003], [0.077, 0.004, 0.012], [-0.118, -0.117, 0.008], [-0.143, 0.028, 0.007], [0.044, 0.120, -0.013], [-0.021, -0.160, 0.017], [0.106, 0.062, 0.008], [-0.028, -0.223, 0.040], [0.242, 0.257, 0.287], [-0.060, -0.011, -0.084], [0.024, 0.041, -0.071], [-0.014, 0.020, 0.048], [0.018, 0.032, 0.011], [0.056, 0.069, 0.019], [-0.070, -0.130, -0.054], [-0.061, 0.049, 0.041], [-0.043, -0.030, -0.009], [-0.003, 0.003, -0.025], [-0.004, 0.031, -0.025], [-0.005, 0.045, -0.069], [0.069, -0.048, 0.016], [0.145, 0.100, -0.103], [-0.043, 0.064, -0.019], [-0.062, -0.201, -0.207], [-0.044, 0.177, 0.079], [-0.034, 0.084, 0.018], [-0.009, 0.084, -0.018], [0.016, -0.136, -0.053], [0.031, -0.116, 0.082], [-0.031, 0.085, 0.023], [0.018, -0.064, -0.054], [-0.040, 0.101, -0.043], [0.030, -0.160, -0.212], [-0.415, 0.201, 0.163], [0.029, -0.028, -0.042], [-0.007, -0.003, -0.015], [0.054, 0.011, 0.023], [0.009, 0.031, 0.012], [0.061, 0.021, 0.025], [-0.041, -0.116, -0.019], [0.025, -0.095, -0.043], [0.001, -0.052, -0.086], [-0.019, 0.028, 0.020], [-0.028, 0.014, 0.011], [-0.043, 0.017, 0.049], [0.128, 0.056, -0.003], [-0.097, 0.173, 0.096], [0.029, 0.006, 0.059], [0.072, -0.058, -0.011], [-0.025, -0.055, 0.012], [-0.005, 0.000, -0.004], [-0.011, -0.001, 0.017], [-0.015, -0.004, -0.008], [-0.005, 0.000, 0.007], [-0.066, 0.040, -0.010], [0.008, 0.000, 0.003], [-0.011, -0.058, 0.005], [0.023, 0.034, 0.014], [0.011, 0.016, 0.014], [-0.068, -0.007, 0.063], [0.024, -0.013, 0.004], [0.002, 0.016, 0.040], [-0.008, 0.035, -0.008], [0.001, 0.019, -0.021], [0.013, -0.026, -0.045], [0.002, -0.031, 0.020], [-0.031, 0.032, -0.032], [0.016, -0.048, -0.037], [0.009, -0.005, 0.002], [0.020, -0.012, -0.005], [-0.004, -0.015, 0.000], [0.009, 0.001, 0.011], [0.009, -0.027, 0.048], [-0.012, 0.035, 0.016], [-0.090, 0.018, -0.030], [0.007, 0.070, 0.017], [0.045, 0.031, 0.015], [0.030, -0.021, 0.013], [-0.012, 0.032, -0.016], [0.017, -0.026, 0.077], [-0.049, -0.020, -0.023], [-0.034, 0.011, 0.027], [0.011, 0.010, 0.043], [0.028, 0.007, 0.003], [-0.799, -0.110, 0.361]],
  "lowdin_charge": [-0.010, -0.398, 0.691, -0.286, -0.026, 0.014, -0.139, -0.088, -0.089, -0.136, 0.012, -0.055, -0.264, 0.950, -0.352, -0.124, -0.075, -0.066, -0.065, -0.083, -0.345, -0.087, -0.066, -0.066, -0.060, -0.088, -0.150, -0.085, -0.307, -0.032, 0.013, -0.137, -0.088, -0.090, -0.137, 0.007, -0.061, -0.279, 0.989, -0.372, -0.121, -0.060, -0.062, -0.063, -0.078, -0.326, -0.090, -0.065, -0.069, -0.066, -0.078, -0.133, -0.080, 0.113, 0.123, 0.125, 0.128, 0.125, 0.127, 0.123, 0.117, 0.090, 0.113, 0.110, 0.109, 0.097, 0.104, 0.109, 0.110, 0.112, 0.079, 0.117, 0.124, 0.127, 0.126, 0.126, 0.126, 0.123, 0.119, 0.090, 0.110, 0.110, 0.110, 0.106, 0.078, 0.107, 0.109, 0.111, 0.103, 0.285]
}



No. 3
{
  "formula": "C4H8O",
  "method": "ωB97M-V/def2-TZVPD",
  "spin_multiplicity": 1,
  "total_charge": 0,
  "e_above_lowest_kcal_mol": 8.07,
  "smiles": "CC(C)C=O",
  "species": ["C", "C", "O", "C", "C", "H", "H", "H", "H", "H", "H", "H", "H"],
  "xyz": [[-1.11112, 0.70219, 0.49639], [-0.26937, -1.45996, -0.20116], [-0.17030, -1.78515, -1.35927], [0.18762, -0.12980, 0.35330], [1.27229, 0.48706, -0.52327], [-1.10724, 1.31476, 1.40393], [-1.98393, 0.03557, 0.55344], [-1.26818, 1.35257, -0.37390], [-0.79851, -2.10434, 0.54332], [0.58584, -0.30781, 1.36121], [0.87681, 0.77681, -1.50077], [1.72201, 1.36557, -0.05098], [2.06406, -0.24748, -0.70225]],
  "forces_ev_per_a": [[-0.089, 0.060, 0.013], [-0.082, -0.007, -0.280], [0.021, -0.034, 0.534], [-0.004, -0.011, -0.021], [0.039, 0.053, -0.032], [0.043, -0.043, -0.232], [0.125, 0.209, 0.099], [0.119, -0.184, 0.177], [0.090, 0.018, -0.256], [-0.070, -0.090, -0.139], [0.005, -0.038, 0.144], [-0.132, -0.076, -0.040], [-0.065, 0.142, 0.032]],
  "lowdin_charge": [-0.062, -0.267, 0.059, -0.394, -0.078, 0.077, 0.075, 0.085, 0.130, 0.133, 0.081, 0.079, 0.081]
}



No. 4
{
  "formula": "CH9N4",
  "method": "ωB97M-V/def2-TZVPD",
  "spin_multiplicity": 1,
  "total_charge": 1,
  "e_above_lowest_kcal_mol": 32.31,
  "species": ["N", "H", "H", "H", "H", "N", "C", "N", "N", "H", "H", "H", "H", "H"],
  "xyz": [[-2.05449, -1.14068, -0.42560], [-2.59331, -0.43977, -0.92646], [-0.84823, -0.94385, -0.52087], [-2.30085, -1.10257, 0.56119], [-2.31644, -2.05831, -0.77596], [0.50849, -0.68604, -0.62903], [0.69500, 0.43439, 0.31136], [0.96696, 1.62579, -0.29634], [0.61358, 0.29360, 1.54812], [1.11395, -1.44317, -0.32854], [0.80238, -0.44400, -1.57186], [0.59889, 1.81705, -1.21262], [0.98462, 2.40452, 0.34038], [0.53971, -0.65838, 1.87917]],
  "forces_ev_per_a": [[0.332, 0.026, 0.248], [-0.068, 0.042, 0.027], [-0.361, -0.328, -0.318], [-0.151, 0.075, 0.009], [0.021, -0.038, -0.065], [0.279, 0.581, 0.191], [0.148, -0.105, -0.859], [-0.190, -0.245, 0.020], [0.012, 0.098, 0.770], [-0.091, -0.210, 0.047], [0.017, 0.023, -0.044], [0.069, 0.049, -0.050], [0.015, 0.177, 0.017], [-0.031, -0.145, 0.007]],
  "lowdin_charge": [0.194, 0.123, 0.074, 0.121, 0.123, 0.101, -0.572, 0.147, 0.150, 0.135, 0.126, 0.102, 0.115, 0.059]
}



The evaluated electronic energy for the records listed, in turn: -5766.34562, -92118.41397, -6324.81798, -7137.35094 eV.